(1)
ORCA calculation (wB97M-V/def2-TZVPD) on a single C6H7N3S molecule in a non-equilibrium geometry.

Positions of all 17 atoms, in Å:
H -0.8869 2.1849 0.6760
H -0.9778 -1.9812 -0.4823
C -0.3050 0.2257 0.3186
C -1.8901 -1.5049 -0.0737
S -2.8726 0.8870 0.0289
H 1.7116 3.1410 0.2368
N -1.6184 -0.1731 0.2160
C 1.3468 2.1093 0.2000
H -2.0577 -2.1186 0.8155
H 3.2410 1.4916 -0.4485
N 0.6643 -1.9222 0.0489
C 0.8276 -0.6622 -0.0050
C 2.1993 1.0725 -0.2901
C 0.0386 1.6393 0.4615
H -2.8177 -1.7532 -0.6781
H 1.4171 -2.4409 -0.5025
N 1.9798 -0.1951 -0.5221

The HOMO energy (alpha / beta) is -8.04 / -8.04 eV. For the lowest unoccupied orbital energy (alpha / beta), the calculation gives -1.96 / -1.96 eV. The calculation puts the orbital gap (alpha / beta) at 6.09 / 6.09 eV. Its structure (SMILES) is [H]/N=C1\N=CC=C\C1=[N+](\C)[S-]. The value obtained for the energy above the lowest of the compared OMol25 structures with the same formula, charge and spin is 52.9 kcal per mole.


(2)
ORCA calculation (wB97M-V/def2-TZVPD) on a gas-phase ion, C6H7N4 (charge +1) in a non-equilibrium geometry.

Positions of all 17 atoms, in Å:
H 1.9465 0.3070 -0.3378
N 1.0051 -3.3347 -0.7455
H -2.4220 2.2801 0.7443
H 0.7846 -4.2444 -1.1316
H -0.5722 3.7625 -0.0388
N 0.0567 -1.3174 0.6744
C -0.0846 -0.0415 0.2866
H 1.9780 -3.0860 -0.6363
C -1.4541 1.8909 0.4621
C -0.4310 2.6985 0.0472
H -2.0375 -0.0483 0.8288
H 1.6191 2.7411 -0.6089
C 0.9914 0.7626 -0.1335
C 0.8072 2.1171 -0.2682
N -1.2731 0.5598 0.5366
N -0.9999 -2.3570 0.4253
C 0.0859 -2.6905 -0.1047

As for the net charge: +1. The HOMO energy is -12.78 eV. For the lowest unoccupied orbital energy, the calculation gives -4.01 eV. The calculation puts the orbital gap at 8.77 eV. Its structure (SMILES) is NC1=N[N+]/1=c1/cccc[nH]1. The value obtained for the energy above the lowest of the compared OMol25 structures with the same formula, charge and spin is 30.6 kcal per mole.


(3)
ORCA calculation (wB97M-V/def2-TZVPD) on a gas-phase ion, C6H7N4O5 (charge -1) in a non-equilibrium geometry.

Positions of all 22 atoms, in Å:
O -3.2324 -1.8628 -0.4180
H 1.3135 1.1883 1.8158
O -0.3428 2.7924 -1.2588
N -0.0647 2.3152 -0.1679
C 1.1693 0.4075 1.0151
C -0.2564 -1.6337 0.7824
C -0.5177 0.1039 -1.0965
C 0.6482 -0.9068 1.4867
O 2.7799 -0.3292 -0.7608
N 2.6115 0.0105 0.5167
O -2.6648 0.0408 0.3772
H 1.3494 1.0181 -1.0051
H 1.0548 -1.1714 2.4205
H -1.1490 1.3079 -2.5710
C -0.9818 -1.1559 -0.4846
H 2.9792 -0.6886 1.1679
N -2.4378 -1.0035 -0.1186
O -0.3763 2.7063 0.9154
H -0.3388 -2.6774 1.0816
N -1.1114 0.3898 -2.1486
H -0.9803 -1.8793 -1.2837
C 0.5483 1.0282 -0.2657

As for the net charge: -1. The HOMO energy is -2.20 eV. For the lowest unoccupied orbital energy, the calculation gives 3.31 eV. The calculation puts the orbital gap at 5.51 eV. The value obtained for the energy above the lowest of the compared OMol25 structures with the same formula, charge and spin is 9.7 kcal per mole.


(4)
ORCA calculation (wB97M-V/def2-TZVPD) on 2 unconnected molecules or ions with the total composition C6H7NO in a non-equilibrium geometry.

Positions of all 15 atoms, in Å:
H 1.9696 -1.1306 -1.2396
C 1.0049 -0.2980 0.5203
H 1.2107 -2.3312 -0.0831
C 1.7521 -1.3937 -0.2055
C -2.4109 0.4577 -0.7857
C -3.6819 0.5439 -0.4706
H 0.4768 -1.2016 2.1029
H 3.0388 1.9953 0.6016
H -4.3540 -0.0908 0.0785
C 2.2136 1.8639 -0.0678
H -4.2231 1.4807 -0.5065
N 0.6984 -0.2719 1.7507
O -1.6460 0.7913 -1.7335
C 1.1977 1.1091 -0.1702
H 2.7533 -1.5241 0.2085

The HOMO energy (alpha / beta) is -9.32 / -9.32 eV. For the lowest unoccupied orbital energy (alpha / beta), the calculation gives -0.51 / -0.51 eV. The calculation puts the orbital gap (alpha / beta) at 8.81 / 8.81 eV. Its structure (SMILES) is [H]/N=C(\C)C#C.C=C=O. The value obtained for the energy above the lowest of the compared OMol25 structures with the same formula, charge and spin is 156.0 kcal per mole.


(5)
ORCA calculation (wB97M-V/def2-TZVPD) on a single C6H7NO molecule in a non-equilibrium geometry.

Positions of all 15 atoms, in Å:
C -1.5024 0.6357 0.2821
O -3.0162 -1.1225 -0.0554
C 0.6833 1.4930 -0.2319
H -2.5817 -1.1779 -0.9234
C -2.6340 0.0203 0.5810
C 1.2495 0.1242 0.0860
H 3.3536 -0.7281 0.0774
H 0.5240 -1.8241 0.9975
C 2.4203 -0.8919 -0.3356
H -3.4172 0.3411 1.3176
C 1.1784 -1.0922 0.5150
H 1.0087 1.8508 -1.2135
H 1.0951 2.2054 0.5336
N -0.7483 1.4062 -0.2585
H 2.3869 -1.2400 -1.3719

The HOMO energy is -7.86 eV. For the lowest unoccupied orbital energy, the calculation gives 0.74 eV. The calculation puts the orbital gap at 8.60 eV. Its structure (SMILES) is OC=C=NCC1=CC1. The value obtained for the energy above the lowest of the compared OMol25 structures with the same formula, charge and spin is 112.0 kcal per mole.


(6)
ORCA calculation (wB97M-V/def2-TZVPD) on a single C6H7NO molecule in a non-equilibrium geometry.

Positions of all 15 atoms, in Å:
H -1.2851 -1.6573 -0.8606
C 0.7811 -0.7860 -0.6897
C -1.0555 -0.2578 0.6844
C 0.8215 1.2224 0.3544
H 1.7046 0.9753 -1.7264
O 1.0484 -1.1918 0.6213
H 0.6632 0.2236 2.2796
H 1.2876 -1.4276 -1.4429
H -1.7261 -0.6125 1.3778
C -0.7876 -0.6787 -0.7300
H -2.4614 0.4421 -0.4742
C 1.2975 0.6601 -0.7726
C 0.3672 0.0280 1.1697
H 0.7631 2.3923 0.5883
N -1.4185 0.6678 -0.3790

The HOMO energy is -9.15 eV. For the lowest unoccupied orbital energy, the calculation gives 0.97 eV. The calculation puts the orbital gap at 10.11 eV. Its structure (SMILES) is C1=C[C@H]2O[C@@H]1[C@H]1N[C@H]12. The value obtained for the energy above the lowest of the compared OMol25 structures with the same formula, charge and spin is 92.8 kcal per mole.


(7)
ORCA calculation (wB97M-V/def2-TZVPD) on a single C6H7NO3 molecule in a non-equilibrium geometry.

Positions of all 17 atoms, in Å:
C -2.6919 0.7501 0.4273
H 3.0004 0.4791 0.7911
N -1.4928 -0.4635 -1.2534
H -3.6360 1.2105 0.7424
H -1.4680 -2.6378 0.0960
H 3.2961 -0.7628 -0.3413
O 0.3027 1.2267 0.5547
O 1.3859 -0.4601 -0.2472
C -1.8174 -0.0740 1.0974
O -0.6547 -2.1296 0.2693
C 2.7592 0.0628 -0.1114
H -3.1420 0.7542 -1.7885
C 0.3118 0.0965 0.1679
C -0.9331 -0.7625 0.0901
H 3.0087 0.8511 -0.9113
H -1.8284 -0.3126 2.2123
C -2.4218 0.4128 -1.0383

The HOMO energy is -9.41 eV. For the lowest unoccupied orbital energy, the calculation gives 0.20 eV. The calculation puts the orbital gap at 9.61 eV. Its structure (SMILES) is COC(=O)[C@@]1(O)C=CC=N1. The value obtained for the energy above the lowest of the compared OMol25 structures with the same formula, charge and spin is 52.4 kcal per mole.


(8)
ORCA calculation (wB97M-V/def2-TZVPD) on a single C6H7NO3S2 molecule in a non-equilibrium geometry.

Positions of all 19 atoms, in Å:
C 1.3575 -0.3385 0.4846
H -2.2706 1.5040 0.3404
H 3.7325 -0.4331 -2.5451
N 0.5376 1.9677 0.1731
H -2.5118 1.2531 2.1122
C -2.1818 0.8235 1.2413
O -0.4601 2.6812 0.2906
O 1.6254 2.2573 -0.3729
H 1.9489 -0.4139 -2.2479
H -2.8329 -0.0235 0.9155
S 3.0761 -0.2929 -0.1215
S 0.9109 -1.7326 1.2474
C 2.8837 -0.8158 -1.8541
C -0.6345 -1.1191 1.5736
H -1.5271 -1.7774 1.9598
C -0.8169 0.1527 1.1695
O 3.6003 -1.4994 0.5285
C 0.3961 0.6544 0.6366
H 2.9868 -1.8298 -1.8238

The HOMO energy is -9.20 eV. For the lowest unoccupied orbital energy, the calculation gives -0.97 eV. The calculation puts the orbital gap at 8.24 eV. The value obtained for the energy above the lowest of the compared OMol25 structures with the same formula, charge and spin is 91.5 kcal per mole.


(9)
ORCA calculation (wB97M-V/def2-TZVPD) on 2 unconnected molecules or ions with the total composition C6H7NO4S2 in a non-equilibrium geometry.

Positions of all 20 atoms, in Å:
H 4.6044 1.5319 -1.3986
H 0.5885 1.8893 -2.1045
C 1.4609 0.5618 -0.6743
C 2.7228 2.1561 -1.6471
O -0.5015 0.2942 1.1326
H -3.5614 -0.5980 -0.2275
H -2.4141 0.1509 0.8056
N -2.9575 -0.6026 0.5979
H -0.5611 -0.2207 1.9485
C -2.2940 -1.7559 0.7717
O -0.8929 -0.2074 -1.2554
C 1.4660 1.5793 -1.5779
S 0.0790 -0.5092 -0.2039
C 3.6500 1.4630 -0.9357
S 2.9989 0.2509 0.0114
C -1.6749 -2.0226 2.0850
H 2.9945 2.9986 -2.2963
O -2.7434 -2.7200 2.1418
H -2.2386 -2.5188 0.0627
O -0.7254 -1.7208 2.7641

The HOMO energy is -9.42 eV. For the lowest unoccupied orbital energy, the calculation gives 0.32 eV. The calculation puts the orbital gap at 9.74 eV. The value obtained for the energy above the lowest of the compared OMol25 structures with the same formula, charge and spin is 47.4 kcal per mole.


(10)
ORCA calculation (wB97M-V/def2-TZVPD) on a single C6H7NOS molecule in a non-equilibrium geometry.

Positions of all 16 atoms, in Å:
C -1.2575 0.6913 -0.6103
H 2.3971 0.0976 1.4344
H 2.0150 1.6588 -0.6167
C -1.2192 -0.5233 1.2910
H -0.1212 -2.3695 -0.2948
C 1.4488 0.4118 1.1068
S 0.2534 -0.1805 2.2288
C 0.0282 -1.4330 -0.6872
C -0.0338 1.4046 -0.6716
H 0.0721 1.9233 -1.5560
N -1.0224 -0.6473 -0.0436
H 1.0464 -1.2430 -0.5334
O -2.3671 1.0282 -0.8754
H -0.2369 -1.4279 -1.8454
C 1.1385 1.1638 -0.0486
H -2.1413 -0.5548 1.7220

The HOMO energy (alpha / beta) is -7.96 / -7.96 eV. For the lowest unoccupied orbital energy (alpha / beta), the calculation gives -0.76 / -0.76 eV. The calculation puts the orbital gap (alpha / beta) at 7.20 / 7.21 eV. The value obtained for the energy above the lowest of the compared OMol25 structures with the same formula, charge and spin is 66.1 kcal per mole.


(11)
ORCA calculation (wB97M-V/def2-TZVPD) on a single C6H7NOS molecule in a non-equilibrium geometry.

Positions of all 16 atoms, in Å:
H -2.8323 1.1122 -0.9759
C 0.0259 1.3847 0.1873
C 2.1540 -1.2699 -0.3936
H 2.1938 -1.7094 -1.5381
H -1.1306 3.0220 -0.4723
C 1.4442 1.0153 -0.1589
C -0.1012 -0.1915 0.5963
N 1.1826 -0.2805 -0.0800
C -2.2590 1.0276 -0.0314
S -1.6829 -0.7247 -0.0313
H -2.9115 1.2539 0.7949
H 3.0705 -0.7030 -0.2844
H 0.1090 -0.3416 1.5867
O 2.4766 1.5562 -0.4149
C -1.0711 1.9411 -0.1806
H 1.9872 -2.1183 0.2117

The HOMO energy is -9.32 eV. For the lowest unoccupied orbital energy, the calculation gives 0.69 eV. The calculation puts the orbital gap at 10.00 eV. Its structure (SMILES) is CN1C(=O)C2=CCS[C@H]21. The value obtained for the energy above the lowest of the compared OMol25 structures with the same formula, charge and spin is 37.1 kcal per mole.


(12)
ORCA calculation (wB97M-V/def2-TZVPD) on a single C6H7NS molecule in a non-equilibrium geometry.

Positions of all 15 atoms, in Å:
H 1.2549 2.7369 0.2128
H -1.0035 -2.4976 0.5994
C -1.5439 -0.4836 -0.2909
H 0.3793 -0.5521 1.2744
C 0.4727 -1.2285 0.4216
H -0.4385 -2.2123 -1.2069
N -0.2912 1.7790 -0.3389
C -0.7380 -1.7597 -0.2235
H 2.9873 1.0007 0.5737
C 1.9611 0.8594 0.2731
H -2.1923 1.3463 -0.4978
C 0.9536 1.7509 0.0128
S 1.9863 -0.8039 -0.3332
C -1.2928 0.8621 -0.4006
H -2.4949 -0.7978 -0.0759

The HOMO energy (alpha / beta) is -7.90 / -7.90 eV. For the lowest unoccupied orbital energy (alpha / beta), the calculation gives -0.87 / -0.86 eV. The calculation puts the orbital gap (alpha / beta) at 7.03 / 7.03 eV. The value obtained for the energy above the lowest of the compared OMol25 structures with the same formula, charge and spin is 116.4 kcal per mole.


The highest energy above the lowest of the compared OMol25 structures with the same formula, charge and spin belongs to which entry?
number 4


Number 7 is which compound?
C6H7NO3


What is the energy above the lowest of the compared OMol25 structures with the same formula, charge and spin in the fifth record?
112.0 kcal per mole


Among the records above, which one has the highest energy above the lowest of the compared OMol25 structures with the same formula, charge and spin?
number 4